{"formula": "C51H102O33", "method": "ωB97M-V with the def2-TZVPD basis set", "elements": ["O", "O", "O", "O", "O", "O", "O", "O", "O", "O", "O", "O", "O", "O", "O", "O", "O", "O", "O", "O", "O", "O", "O", "O", "O", "O", "O", "O", "O", "O", "O", "O", "O", "C", "C", "C", "C", "C", "C", "C", "C", "C", "C", "C", "C", "C", "C", "C", "C", "C", "C", "C", "C", "C", "C", "C", "C", "C", "C", "C", "C", "C", "C", "C", "C", "C", "C", "C", "C", "C", "C", "C", "C", "C", "C", "C", "C", "C", "C", "C", "C", "C", "C", "C", "H", "H", "H", "H", "H", "H", "H", "H", "H", "H", "H", "H", "H", "H", "H", "H", "H", "H", "H", "H", "H", "H", "H", "H", "H", "H", "H", "H", "H", "H", "H", "H", "H", "H", "H", "H", "H", "H", "H", "H", "H", "H", "H", "H", "H", "H", "H", "H", "H", "H", "H", "H", "H", "H", "H", "H", "H", "H", "H", "H", "H", "H", "H", "H", "H", "H", "H", "H", "H", "H", "H", "H", "H", "H", "H", "H", "H", "H", "H", "H", "H", "H", "H", "H", "H", "H", "H", "H", "H", "H", "H", "H", "H", "H", "H", "H", "H", "H", "H", "H", "H", "H"], "positions_angstrom": [[-8.290207, 35.202526, -24.828686], [-5.490793, 30.380874, -20.272816], [-13.422629, 30.557788, -18.002287], [-13.145116, 37.074342, -19.997779], [-13.469054, 28.623225, -25.361102], [-11.950149, 27.068591, -24.685004], [-14.673805, 28.809886, -20.964526], [-4.973924, 32.598711, -20.903818], [-4.609188, 24.018268, -16.915596], [-16.599106, 27.758568, -20.509972], [-8.608098, 35.993167, -15.082467], [-6.196225, 26.340147, -21.996350], [-11.485538, 29.336536, -24.815726], [-5.309740, 25.750613, -17.868936], [-4.439807, 36.368060, -19.565403], [-7.326868, 36.177061, -26.581608], [-8.413703, 30.401532, -20.516081], [-9.881845, 31.053123, -22.211960], [-3.716292, 31.525508, -19.478599], [-12.910673, 32.778200, -18.281980], [-9.548425, 32.519697, -15.194299], [-7.342942, 32.588069, -26.453272], [-11.089329, 36.222199, -20.240460], [-6.639832, 35.888185, -19.927671], [-9.430938, 32.304257, -20.412427], [-11.822485, 26.156951, -19.579519], [-9.577757, 35.852965, -26.619470], [-12.497986, 34.079228, -23.300758], [-15.363854, 27.266983, -22.431995], [-12.026832, 37.666360, -21.637753], [-14.599731, 32.055135, -16.917761], [-4.661535, 23.895166, -19.127591], [-5.750729, 37.683218, -20.875481], [-4.871399, 24.478300, -18.065556], [-5.261376, 26.730458, -18.839944], [-5.527358, 36.569412, -20.113623], [-13.318795, 34.669432, -24.323740], [-7.209121, 36.852378, -27.833960], [-6.234852, 27.079605, -24.129978], [-9.689969, 30.267883, -15.676296], [-3.518760, 30.732961, -18.266172], [-4.701481, 38.726734, -20.934870], [-9.664426, 25.196659, -19.888247], [-13.712406, 29.392025, -21.836760], [-5.559525, 27.278461, -22.837257], [-9.198681, 34.357652, -24.173235], [-15.021197, 33.408155, -16.554606], [-13.478908, 36.199521, -18.897738], [-12.413980, 32.697059, -23.548259], [-9.008164, 32.387924, -16.605995], [-5.939234, 32.700747, -26.515182], [-6.584676, 25.152803, -22.699459], [-4.746249, 31.358795, -20.258945], [-6.125555, 32.747080, -21.618037], [-8.497166, 35.789256, -26.058371], [-12.021729, 36.909375, -20.580297], [-17.571816, 26.676695, -20.731476], [-5.483676, 31.563212, -25.633607], [-11.747442, 25.733923, -20.899200], [-10.730928, 35.831415, -16.071698], [-10.262216, 25.887723, -21.115686], [-6.761629, 30.675773, -25.380602], [-13.639494, 32.379368, -24.452414], [-7.871034, 36.229463, -20.532762], [-8.605210, 30.920503, -16.597075], [-10.697385, 25.629434, -18.838951], [-9.977824, 35.775652, -14.775243], [-15.506143, 27.860325, -21.353088], [-9.862768, 31.205858, -14.579249], [-9.280936, 31.247682, -21.122627], [-6.565779, 25.596985, -24.197258], [-10.182681, 29.108034, -24.323076], [-3.997674, 22.781766, -16.635720], [-11.008875, 37.520424, -22.628025], [-13.558008, 31.924088, -17.738427], [-7.660290, 31.263752, -26.406130], [-12.293567, 30.102574, -18.815539], [-14.304914, 27.590523, -25.919264], [-8.047761, 29.120551, -20.956360], [-10.596669, 33.130532, -20.455403], [-8.491859, 36.677831, -16.320317], [-9.677749, 36.179927, -17.099206], [-12.262166, 28.259995, -24.861348], [-14.396278, 33.673227, -24.637837], [-8.883405, 28.435314, -20.814079], [-8.780072, 25.769296, -19.608762], [-9.604045, 33.616225, -24.861758], [-10.122380, 28.796666, -23.280240], [-5.848108, 27.567778, -25.024527], [-4.918511, 39.224339, -21.880070], [-8.313668, 33.175578, -16.898169], [-7.510413, 36.280755, -16.579524], [-4.917702, 27.738266, -18.606913], [-6.108756, 32.054949, -22.459914], [-13.718666, 27.042460, -26.656840], [-9.382836, 35.233403, -17.552236], [-14.140987, 34.041938, -16.446645], [-7.191442, 30.807710, -24.387650], [-7.969035, 29.229584, -22.038036], [-7.635002, 30.706188, -27.342387], [-14.549414, 36.265296, -18.703299], [-9.544850, 24.117475, -19.983951], [-4.180072, 31.042836, -17.457007], [-6.893039, 32.638482, -20.851695], [-13.095310, 30.240920, -21.542366], [-5.592058, 32.487294, -27.526135], [-8.603395, 35.499911, -20.187073], [-10.142808, 36.673634, -14.179834], [-12.927699, 36.551431, -18.025715], [-12.823959, 35.098012, -25.195270], [-14.693140, 26.980640, -25.103528], [-9.077416, 30.961278, -13.864056], [-10.567857, 36.528319, -22.531403], [-12.905841, 28.699461, -22.077368], [-4.775391, 22.022855, -16.550185], [-9.751637, 32.562380, -17.383758], [-12.377509, 29.045404, -19.067427], [-6.170319, 26.895441, -19.418489], [-4.973910, 31.832110, -24.708431], [-7.856716, 36.172160, -21.621161], [-12.373340, 26.380212, -21.514562], [-13.321178, 31.854006, -25.352837], [-5.729614, 28.291747, -22.473362], [-12.272164, 30.409581, -19.861190], [-2.450737, 30.784128, -18.054476], [-15.677199, 33.935342, -17.247306], [-17.914863, 26.683428, -21.766070], [-13.769853, 35.467888, -23.734582], [-9.971865, 25.412581, -22.052716], [-10.233049, 34.843505, -14.271199], [-8.214559, 37.239493, -20.309308], [-15.509405, 33.230427, -15.596390], [-7.558596, 30.820564, -16.309475], [-10.943163, 24.862609, -18.104328], [-8.464742, 37.748629, -16.118428], [-7.126677, 28.691001, -20.562434], [-10.744248, 33.798228, -21.304227], [-4.869062, 30.984194, -26.322878], [-11.417169, 32.413431, -20.430171], [-12.020414, 24.689422, -21.049541], [-8.886757, 33.787798, -23.297978], [-7.561455, 24.897964, -22.288296], [-8.619076, 30.496400, -17.601086], [-5.789496, 25.039761, -24.721661], [-4.990158, 39.544805, -20.274933], [-14.214309, 29.703439, -22.752849], [-13.215654, 35.156816, -19.075394], [-7.221196, 27.524009, -23.996803], [-11.527639, 37.625370, -23.580898], [-4.634197, 26.441395, -19.683260], [-3.122591, 22.599449, -17.259498], [-10.356053, 26.516454, -18.305305], [-10.627880, 33.768247, -19.571970], [-7.614064, 37.858961, -27.729511], [-6.228014, 33.778070, -21.956647], [-17.175186, 25.661772, -20.704812], [-10.882512, 31.120289, -14.203873], [-3.668355, 38.385406, -20.869731], [-7.783701, 36.371166, -28.625410], [-7.549033, 25.438666, -24.640242], [-10.176974, 26.973286, -21.164624], [-11.298504, 34.936271, -16.325995], [-9.737853, 28.310854, -24.918657], [-9.432390, 29.240022, -15.420828], [-8.700880, 31.080751, -26.138208], [-10.600902, 30.276691, -16.274821], [-9.514321, 29.965607, -24.400316], [-10.307443, 38.341170, -22.478069], [-14.774072, 33.890049, -25.637021], [-4.502326, 27.021213, -22.902451], [-5.485274, 33.648656, -26.226244], [-5.887706, 24.358712, -22.431588], [-6.148535, 36.900355, -28.080844], [-11.571260, 32.326653, -24.131985], [-10.005753, 35.052024, -23.939634], [-10.051508, 36.825444, -17.894008], [-18.262477, 26.734145, -19.890175], [-6.618334, 29.607008, -25.539680], [-15.314677, 33.743649, -24.055016], [-14.296080, 31.729998, -23.873358], [-3.902078, 29.719142, -18.381618], [-3.602409, 22.847905, -15.622073], [-12.252003, 32.102844, -22.648941], [-15.231526, 27.905173, -26.399351], [-11.471695, 36.616853, -15.921853], [-11.323994, 30.412082, -18.425371]], "forces_ev_per_a": [[2.917, 1.054, -1.100], [1.332, 1.777, -0.570], [0.608, 1.237, 0.068], [-2.861, -0.502, 1.807], [0.142, 0.908, 0.062], [-0.229, 3.129, 0.227], [0.020, 1.177, 2.241], [3.541, -2.140, 1.934], [0.089, 0.006, 3.389], [1.617, -0.497, -0.629], [-0.419, 0.000, 1.510], [-0.256, 0.395, 1.310], [-0.518, 0.429, 0.733], [-0.265, -0.355, 1.189], [-2.774, -0.370, -1.131], [0.327, -0.534, 1.397], [-0.383, 2.177, 1.539], [1.676, 0.160, 2.925], [1.113, 0.290, 0.896], [0.164, 0.418, 0.550], [-0.222, 0.812, -0.678], [-0.770, 2.761, -0.708], [0.429, -0.718, 0.780], [0.431, -0.989, 0.467], [1.187, 1.845, 1.909], [-1.107, -0.351, 1.840], [1.231, 0.181, 0.873], [0.818, 0.031, -0.417], [-0.598, 0.685, 2.477], [-0.528, 0.872, -1.142], [0.079, 0.734, -0.357], [-0.702, 1.376, 1.363], [0.700, -0.255, 0.289], [0.832, 0.273, -4.031], [0.229, 0.404, -3.471], [2.809, 2.463, 0.835], [-0.994, 1.421, 2.207], [-0.951, 0.370, -0.041], [-1.987, 0.277, -0.965], [0.841, -0.692, -2.744], [-0.912, -0.603, -0.830], [-1.477, 0.174, -0.787], [-0.346, 1.879, 0.319], [0.341, -0.857, -1.975], [0.618, -0.536, 0.196], [-2.521, 0.579, -1.316], [0.784, -0.531, 0.465], [0.434, 0.131, 0.204], [-0.227, -0.936, -1.469], [-1.307, -1.165, 1.313], [0.239, -0.585, 0.177], [0.265, 1.153, -0.201], [-2.725, 0.591, 0.099], [-1.616, -0.001, -0.057], [-1.490, -1.438, -0.422], [1.824, -0.092, -1.070], [1.165, -0.215, -0.479], [0.281, -1.870, 0.090], [0.591, -0.310, -0.428], [-1.107, 1.056, 0.220], [-0.440, -0.836, -1.575], [1.146, 0.203, 0.224], [-0.603, -1.537, 1.275], [-0.891, 0.185, -0.738], [0.282, -0.010, -0.669], [-0.280, 0.750, -0.231], [-0.371, -1.010, -0.887], [-1.074, -1.066, -2.987], [1.194, 0.989, -0.379], [-1.133, -2.859, -3.711], [0.315, -0.981, 0.365], [1.612, -1.085, -0.045], [0.215, -0.413, 0.646], [-0.162, -0.002, 0.189], [-0.334, -2.489, -1.462], [-1.692, -1.845, 0.117], [-0.153, 0.414, -0.767], [0.132, -0.957, 0.659], [-1.193, -0.608, -2.347], [-1.150, -0.576, -0.255], [0.213, -1.213, -0.172], [-0.106, -0.480, -1.224], [-0.802, -3.325, -1.606], [0.042, 0.289, -1.237], [0.075, -0.051, 0.320], [0.652, -0.892, -0.160], [0.021, 0.000, -0.165], [-0.554, 0.006, -0.014], [0.494, -0.403, 0.086], [0.427, -0.504, -0.410], [0.846, -0.223, 1.050], [0.286, 0.645, -0.820], [0.110, -0.362, 1.305], [-0.774, -0.030, -0.015], [-0.092, -0.273, 0.272], [0.097, 0.127, -0.338], [0.071, -0.100, 0.219], [0.127, 0.154, 0.146], [0.406, -0.487, -0.263], [0.780, 0.289, -0.684], [0.156, 0.283, -0.284], [0.180, 0.238, -0.077], [0.361, 0.992, 0.009], [-0.891, -0.548, -0.774], [-1.125, 0.248, 1.272], [-0.135, 0.152, -0.329], [0.147, 0.111, 0.124], [-0.206, 0.182, 0.793], [-0.072, -0.057, 0.148], [0.544, -0.443, 0.032], [0.543, -0.431, -0.024], [-0.329, 0.548, 0.631], [0.203, 0.241, -0.116], [-0.347, -0.644, -0.261], [0.316, -0.320, -0.761], [-0.992, -0.243, 0.358], [-0.183, -0.350, 1.404], [-0.712, -0.360, 0.623], [0.131, 0.016, -0.234], [0.369, -0.143, -0.072], [0.019, -0.094, -0.039], [-0.182, 0.187, -0.002], [0.326, -0.096, 0.352], [-0.565, 1.253, 0.211], [-0.386, -0.016, 0.109], [-0.138, -0.722, -0.333], [-0.722, 0.756, 0.285], [0.033, 0.669, -0.509], [0.324, 0.300, -0.130], [0.991, 0.005, 0.706], [0.191, -0.001, 0.355], [-0.026, 0.378, -0.167], [-0.114, -0.191, 0.677], [-0.413, -0.114, -0.190], [0.229, 0.281, 0.212], [-0.195, 0.860, 0.395], [0.623, -0.333, -0.392], [0.702, -0.306, 0.776], [-0.338, 0.473, 0.077], [-0.440, -0.224, 0.114], [1.003, 0.644, -0.058], [-0.096, -0.131, -0.332], [-0.232, -0.014, -0.114], [-0.200, -0.115, -0.196], [0.385, -0.518, 0.849], [0.086, -0.241, -0.129], [0.102, 0.110, -0.281], [-0.213, 0.478, -0.053], [0.228, -0.021, 0.026], [0.470, -0.363, 0.139], [-0.554, -0.332, -0.471], [0.291, -0.184, 0.330], [0.325, -0.385, 0.083], [0.118, 0.091, -0.007], [0.517, -0.026, -0.202], [0.900, 0.153, 0.482], [0.188, 0.709, 0.367], [-0.431, -0.193, 0.237], [0.109, -0.270, 0.127], [0.245, -0.158, -0.261], [0.889, -0.108, 0.097], [0.359, -0.173, 0.178], [0.051, -0.137, -0.010], [-0.111, 0.106, 0.171], [-0.283, 0.761, 0.243], [-0.122, -0.374, -0.094], [-0.818, 0.335, -0.239], [0.242, -0.256, -0.197], [0.262, -0.460, -0.335], [0.376, 0.320, 0.095], [-0.908, 0.311, 0.146], [0.080, -0.118, -0.319], [-0.181, -0.166, 0.186], [0.745, 0.863, -0.238], [-0.532, -0.685, 0.573], [0.266, 0.053, 0.078], [-0.251, 0.465, -0.615], [0.270, 0.091, 0.083], [0.437, 0.054, 0.648], [-0.012, -0.466, -0.353], [0.640, -0.218, -0.638], [-0.074, 0.414, 0.042], [-0.779, 0.366, 0.416], [0.497, 1.252, -0.028], [-0.141, 0.154, -0.453], [-0.142, -0.271, 0.456]], "multiplicity": 2, "energy_ha": -4486.7399, "homo_lumo_gap_ev": [8.3, 2.5], "lumo_ev": [-2.470, -8.290], "total_charge": 1}